C4H3NOS in the gas phase, computed with ωB97M-V with the def2-TZVPD basis set.

## Properties
Highest occupied orbital energy = -0.3469 hartree
Energy above the lowest of the compared OMol25 structures with the same formula, charge and spin = 361.9 kJ/mol
LUMO energy = -0.83 eV
E_tot = -18564.50230 eV
Kohn-Sham gap = 8.612 eV

The geometry in ORCA input format:
```
! RIJCOSX wB97M-V def2-TZVPD def2/J DEFGRID3
* xyz 0 1
C -0.47717 0.26667 -0.32625
C -1.39063 1.29538 -0.15296
C 0.28589 -0.03318 0.82182
C 1.08295 -0.69618 1.45511
H 1.09694 -1.91755 -0.48614
H -1.57854 2.10967 -1.03473
H 2.05181 -1.04168 2.05211
N -0.21392 -0.18382 -1.45496
O -1.78784 1.48249 1.02750
S 0.93050 -1.28181 -1.90150
*
```